Arrangement 1

Density functional theory data (the ωB97M-V functional and the def2-TZVPD basis) for a 8-piece molecular cluster, C16H48O8S8 overall.

Properties
* multiplicity: 1
* M: 625.1 g/mol
* orbital gap: 7.841 eV
* LUMO level: -0.01 eV

Each atom is followed by the atoms it is bonded to, with distances in Å.
Geometry (Å):
1 S -0.6896 -5.1005 -0.0713  O9 1.505, C26 1.840, C28 1.869
2 S 3.3814 0.0822 -1.3582  O11 1.556, C21 1.863, C32 1.859
3 S 1.3684 -1.6314 3.4723  O16 1.471, C19 1.907, C20 1.835
4 S -2.8050 -0.0446 -0.4694  O13 1.518, C22 1.862, C23 1.887
5 S 0.0467 3.4556 1.9711  O15 1.479, C17 1.859, C30 1.859
6 S -3.2535 4.3614 4.9129  O14 1.541, C24 1.822, C27 1.825
7 S 0.4113 2.7202 -5.0232  O10 1.508, C18 1.891, C29 1.840
8 S 1.3263 -1.5712 -5.2097  O12 1.522, C25 1.867, C31 1.843
9 O -1.2222 -4.1654 0.9812  S1 1.505
10 O 0.2080 4.2142 -4.9874  S7 1.508
11 O 3.1563 1.5857 -1.0262  S2 1.556
12 O 0.2704 -0.4917 -5.0184  S8 1.522
13 O -2.1981 1.0112 -1.3750  S4 1.518
14 O -1.7751 4.7869 4.8242  S6 1.541
15 O 1.2591 3.5463 2.8135  S5 1.479
16 O 1.5684 -2.1360 2.1052  S3 1.471
17 C -0.4625 5.2141 1.6463  S5 1.859, H44 1.090, H58 1.090, H64 1.090
18 C -0.8074 2.0965 -3.7189  S7 1.891, H35 1.090, H49 1.090, H53 1.090
19 C -0.5231 -1.7690 3.6748  S3 1.907, H52 1.090, H73 1.090, H76 1.090
20 C 1.4952 0.1951 3.3506  S3 1.835, H42 1.090, H54 1.090, H70 1.090
21 C 1.7063 -0.7166 -1.2004  S2 1.863, H41 1.090, H43 1.090, H56 1.090
22 C -2.1444 0.2875 1.2398  S4 1.862, H37 1.090, H40 1.090, H63 1.090
23 C -1.6048 -1.4571 -0.8246  S4 1.887, H55 1.090, H67 1.090, H80 1.090
24 C -3.6597 3.6749 6.5510  S6 1.822, H51 1.090, H65 1.090, H72 1.090
25 C 0.8359 -3.0356 -4.1599  S8 1.867, H36 1.090, H38 1.090, H50 1.090
26 C -0.7280 -6.8528 0.4870  S1 1.840, H34 1.090, H66 1.090, H68 1.090
27 C -3.5736 2.9486 3.8035  S6 1.825, H47 1.090, H61 1.090, H78 1.090
28 C 1.1598 -4.8302 -0.0622  S1 1.869, H39 1.090, H62 1.090, H74 1.090
29 C 1.9382 2.4418 -4.0356  S7 1.840, H48 1.090, H75 1.090, H79 1.090
30 C 0.7235 3.1813 0.2611  S5 1.859, H33 1.090, H46 1.090, H59 1.090
31 C 1.0868 -2.4569 -6.8086  S8 1.843, H60 1.090, H69 1.090, H77 1.090
32 C 4.2651 -0.6179 0.1193  S2 1.859, H45 1.090, H57 1.090, H71 1.090
33 H -0.0548 3.3821 -0.4751  C30 1.090
34 H -1.7625 -7.0645 0.7571  C26 1.090
35 H -0.5953 1.0639 -3.4416  C18 1.090
36 H 1.6405 -3.7080 -3.8624  C25 1.090
37 H -1.0594 0.3340 1.1463  C22 1.090
38 H 0.3288 -2.5054 -3.3537  C25 1.090
39 H 1.6578 -5.4139 0.7120  C28 1.090
40 H -2.4740 1.2650 1.5917  C22 1.090
41 H 1.1171 -0.6978 -2.1173  C21 1.090
42 H 2.5609 0.4013 3.4494  C20 1.090
43 H 1.9667 -1.7694 -1.0908  C21 1.090
44 H 0.4430 5.6712 1.2474  C17 1.090
45 H 4.0903 -1.6842 0.2630  C32 1.090
46 H 1.7176 3.6052 0.1192  C30 1.090
47 H -3.5187 3.2114 2.7470  C27 1.090
48 H 2.0711 1.4558 -3.5904  C29 1.090
49 H -0.5432 2.5842 -2.7806  C18 1.090
50 H -0.0068 -3.6305 -4.5119  C25 1.090
51 H -4.6843 3.3773 6.3279  C24 1.090
52 H -0.7736 -2.2450 4.6229  C19 1.090
53 H -1.8334 2.2975 -4.0272  C18 1.090
54 H 1.2799 0.6135 2.3673  C20 1.090
55 H -0.7764 -1.5941 -0.1296  C23 1.090
56 H 1.2748 -0.2426 -0.3188  C21 1.090
57 H 5.3061 -0.3467 -0.0565  C32 1.090
58 H -0.9921 5.6758 2.4797  C17 1.090
59 H 0.8152 2.0955 0.2343  C30 1.090
60 H 1.5651 -3.4360 -6.8353  C31 1.090
61 H -3.0183 2.0295 3.9905  C27 1.090
62 H 1.4972 -3.8477 0.2678  C28 1.090
63 H -2.5060 -0.4622 1.9436  C22 1.090
64 H -1.1710 5.2902 0.8214  C17 1.090
65 H -3.6271 4.3971 7.3667  C24 1.090
66 H -0.5587 -7.5314 -0.3489  C26 1.090
67 H -1.3823 -1.2885 -1.8783  C23 1.090
68 H 0.0053 -7.0086 1.2783  C26 1.090
69 H 1.4459 -1.8163 -7.6141  C31 1.090
70 H 1.0976 0.7919 4.1715  C20 1.090
71 H 4.0094 -0.1166 1.0527  C32 1.090
72 H -3.1252 2.7581 6.7997  C24 1.090
73 H -0.7852 -0.7111 3.6654  C19 1.090
74 H 1.5866 -5.1708 -1.0055  C28 1.090
75 H 2.8593 2.6618 -4.5753  C29 1.090
76 H -1.0315 -2.1775 2.8015  C19 1.090
77 H 0.0256 -2.6900 -6.8954  C31 1.090
78 H -4.6123 2.6215 3.8503  C27 1.090
79 H 1.9245 3.0436 -3.1269  C29 1.090
80 H -2.1542 -2.3951 -0.9045  C23 1.090

Arrangement 2

Density functional theory data (the ωB97M-V functional and the def2-TZVPD basis) for a 8-piece molecular cluster, C16H48O8S8 overall.

Properties
* multiplicity: 1
* M: 625.1 g/mol
* orbital gap: 8.363 eV
* LUMO level: -0.31 eV

Each atom is followed by the atoms it is bonded to, with distances in Å.
Geometry (Å):
1 S 3.0203 1.2691 -0.4545  O15 1.491, C18 1.806, C27 1.781
2 S -1.6828 0.8444 5.9054  O16 1.478, C25 1.799, C32 1.796
3 S -3.9235 -4.5641 1.2673  O11 1.478, C20 1.782, C26 1.819
4 S 1.7758 2.0198 -5.1600  O9 1.476, C19 1.788, C29 1.787
5 S -2.6948 0.4462 -4.7711  O10 1.484, C17 1.797, C23 1.799
6 S 3.5572 -5.1153 0.9825  O14 1.476, C24 1.793, C31 1.794
7 S 0.2243 -0.7380 -0.0116  O12 1.474, C28 1.779, C30 1.793
8 S -1.5326 5.4385 -0.4441  O13 1.481, C21 1.798, C22 1.796
9 O 2.6235 1.8174 -6.3508  S4 1.476
10 O -2.0557 1.1848 -5.8882  S5 1.484
11 O -4.2263 -5.9945 1.4866  S3 1.478
12 O -0.0833 -0.6600 -1.4508  S7 1.474
13 O -2.4904 6.4644 -0.9182  S8 1.481
14 O 4.9470 -4.7673 0.6295  S6 1.476
15 O 2.3263 2.5782 -0.2890  S1 1.491
16 O -2.0219 -0.5674 5.6299  S2 1.478
17 C -2.0509 1.2070 -3.2754  S5 1.797, H39 1.088, H63 1.091, H64 1.088
18 C 3.3875 0.6406 1.1984  S1 1.806, H40 1.090, H43 1.090, H47 1.086
19 C 2.7293 3.0152 -4.0218  S4 1.788, H54 1.094, H69 1.090, H76 1.091
20 C -5.4221 -3.7780 0.7088  S3 1.782, H45 1.090, H67 1.088, H74 1.093
21 C -0.3773 5.0959 -1.7785  S8 1.798, H35 1.088, H48 1.086, H57 1.092
22 C -2.3983 3.8691 -0.5530  S8 1.796, H33 1.088, H75 1.088, H78 1.091
23 C -1.7966 -1.0990 -4.5624  S5 1.799, H53 1.088, H66 1.087, H79 1.092
24 C 3.3509 -4.9182 2.7530  S6 1.793, H46 1.088, H68 1.089, H80 1.093
25 C -0.9846 1.5035 4.3845  S2 1.799, H44 1.091, H51 1.087, H62 1.093
26 C -3.8616 -3.8070 2.9206  S3 1.819, H41 1.089, H59 1.089, H73 1.085
27 C 4.6834 1.7040 -0.9222  S1 1.781, H37 1.088, H42 1.093, H61 1.091
28 C -0.4012 0.7273 0.7796  S7 1.779, H49 1.096, H58 1.088, H65 1.091
29 C 1.8670 0.5070 -4.2131  S4 1.787, H34 1.087, H56 1.092, H77 1.096
30 C -0.9903 -1.8493 0.6989  S7 1.793, H38 1.089, H50 1.086, H55 1.091
31 C 2.5595 -3.6963 0.5248  S6 1.794, H36 1.091, H52 1.090, H71 1.090
32 C -0.1300 0.8168 6.8069  S2 1.796, H60 1.089, H70 1.091, H72 1.088
33 H -3.1900 3.8769 0.1934  C22 1.088
34 H 1.4252 -0.2934 -4.8015  C29 1.087
35 H -0.8956 5.1837 -2.7311  C21 1.088
36 H 2.2205 -3.8148 -0.5052  C31 1.091
37 H 5.3404 0.8595 -1.1167  C27 1.088
38 H -1.9352 -1.5958 0.2204  C30 1.089
39 H -2.4518 2.2178 -3.2336  C17 1.088
40 H 3.3727 1.4995 1.8692  C18 1.090
41 H -3.4558 -4.6043 3.5410  C26 1.089
42 H 5.1286 2.3809 -0.1882  C27 1.093
43 H 4.3974 0.2298 1.2081  C18 1.090
44 H -0.0039 1.0586 4.2120  C25 1.091
45 H -5.6248 -4.1645 -0.2902  C20 1.090
46 H 4.2392 -5.3223 3.2350  C24 1.088
47 H 2.6671 -0.1286 1.4589  C18 1.086
48 H 0.4434 5.8004 -1.6764  C21 1.086
49 H -1.4918 0.7794 0.6813  C28 1.096
50 H -0.6944 -2.8721 0.4837  C30 1.086
51 H -1.6608 1.3138 3.5553  C25 1.087
52 H 1.6692 -3.6130 1.1483  C31 1.090
53 H -0.7408 -0.9128 -4.7480  C23 1.088
54 H 2.4391 2.8509 -2.9803  C19 1.094
55 H -1.0113 -1.6746 1.7755  C30 1.091
56 H 2.8888 0.2639 -3.9136  C29 1.092
57 H -0.0014 4.0808 -1.6382  C21 1.092
58 H -0.0163 1.6638 0.3804  C28 1.088
59 H -3.1360 -2.9955 2.8967  C26 1.089
60 H 0.3228 1.8069 6.8277  C32 1.089
61 H 4.5654 2.3179 -1.8161  C27 1.091
62 H -0.8850 2.5871 4.4834  C25 1.093
63 H -2.4006 0.6908 -2.3806  C17 1.091
64 H -0.9651 1.1774 -3.3376  C17 1.088
65 H -0.1784 0.6375 1.8441  C28 1.091
66 H -2.2146 -1.8469 -5.2309  C23 1.087
67 H -6.2675 -3.9899 1.3594  C20 1.088
68 H 3.1882 -3.8936 3.0840  C24 1.089
69 H 2.5693 4.0770 -4.2089  C19 1.090
70 H 0.5148 0.0839 6.3201  C32 1.091
71 H 3.2064 -2.8209 0.5730  C31 1.090
72 H -0.3427 0.4780 7.8185  C32 1.088
73 H -4.8469 -3.5102 3.2652  C26 1.085
74 H -5.2241 -2.7088 0.6023  C20 1.093
75 H -1.7148 3.0374 -0.3931  C22 1.088
76 H 3.7916 2.8004 -4.1481  C19 1.091
77 H 1.3116 0.5835 -3.2712  C29 1.096
78 H -2.8418 3.7973 -1.5468  C22 1.091
79 H -1.9366 -1.4272 -3.5309  C23 1.092
80 H 2.4988 -5.5402 3.0384  C24 1.093

Arrangement 3

Density functional theory data (the ωB97M-V functional and the def2-TZVPD basis) for a 8-piece molecular cluster, C16H48O8S8 overall.

Properties
* multiplicity: 1
* M: 625.1 g/mol
* orbital gap: 8.139 eV
* LUMO level: 0.06 eV

Each atom is followed by the atoms it is bonded to, with distances in Å.
Geometry (Å):
1 S 5.2502 2.2648 -2.5066  O11 1.608, C21 1.717, C28 1.730
2 S 1.8745 0.0310 1.5780  O16 1.571, C19 1.833, C26 1.793
3 S -3.9974 -0.6032 -0.8065  O14 1.563, C20 1.804, C27 1.726
4 S 1.4433 4.3368 3.7295  O12 1.548, C18 1.855, C31 1.738
5 S 0.7231 -1.1725 -4.3627  O13 1.580, C17 1.787, C32 1.766
6 S -1.6437 -1.6689 6.4507  O10 1.548, C25 1.766, C29 1.834
7 S -1.5828 3.3492 -1.1036  O15 1.563, C23 1.827, C24 1.764
8 S 0.1720 -5.3430 -0.4512  O9 1.565, C22 1.726, C30 1.804
9 O -0.9072 -6.3801 0.0049  S8 1.565
10 O -1.7427 -0.2176 5.9214  S6 1.548
11 O 5.0910 1.6949 -4.0016  S1 1.608
12 O 1.7556 5.2959 4.9044  S4 1.548
13 O 0.9209 -1.6133 -2.8586  S5 1.580
14 O -3.1807 0.4030 -1.6806  S3 1.563
15 O -1.9956 4.3098 0.0576  S7 1.563
16 O 2.1715 1.5493 1.8529  S2 1.571
17 C 0.9605 -2.7121 -5.2390  S5 1.787, H43 1.035, H46 1.000, H57 1.156
18 C 0.0654 5.2347 2.8721  S4 1.855, H60 1.038, H72 1.092, H80 1.165
19 C 2.3104 -0.2584 -0.1791  S2 1.833, H41 1.048, H61 1.052, H62 1.120
20 C -5.2988 -1.2263 -1.8890  S3 1.804, H34 1.009, H55 1.021, H77 1.234
21 C 3.6489 2.4652 -1.9199  S1 1.717, H35 1.207, H44 1.058, H48 1.125
22 C 0.0281 -3.9857 0.6054  S8 1.726, H36 1.242, H40 1.037, H42 1.199
23 C -2.2186 4.0540 -2.6642  S7 1.827, H37 0.928, H50 1.068, H52 1.133
24 C 0.1452 3.4982 -1.4226  S7 1.764, H58 1.057, H74 1.210, H75 1.138
25 C -3.3113 -2.1614 6.7576  S6 1.766, H33 1.052, H45 1.236, H63 1.131
26 C 0.1105 -0.2907 1.5865  S2 1.793, H47 1.141, H51 1.092, H79 1.113
27 C -3.0043 -1.9818 -0.5004  S3 1.726, H49 1.133, H53 0.958, H70 0.989
28 C 5.6750 0.8578 -1.5931  S1 1.730, H39 1.112, H73 1.027, H78 0.947
29 C -1.3349 -2.5707 4.8838  S6 1.834, H56 1.045, H64 0.932, H65 1.179
30 C -0.5403 -4.7737 -2.0080  S8 1.804, H59 0.984, H67 1.009, H76 1.055
31 C 0.4440 3.1060 4.4418  S4 1.738, H38 1.177, H54 1.041, H68 1.283
32 C 2.2145 -0.4448 -4.9683  S5 1.766, H66 1.005, H69 0.996, H71 1.182
33 H -3.9362 -2.2877 5.9208  C25 1.052
34 H -4.8644 -1.8457 -2.5571  C20 1.009
35 H 2.9873 1.5367 -2.3164  C21 1.207
36 H 0.7577 -3.0652 0.2022  C22 1.242
37 H -2.2808 3.4119 -3.3317  C23 0.928
38 H 1.0751 2.4489 5.1866  C31 1.177
39 H 5.5185 1.1045 -0.5201  C28 1.112
40 H 0.1197 -4.2400 1.6068  C22 1.037
41 H 3.3576 -0.2637 -0.2234  C19 1.048
42 H -1.0837 -3.6095 0.8511  C22 1.199
43 H 1.9366 -2.9954 -5.0436  C17 1.035
44 H 3.6008 2.6682 -0.8826  C21 1.058
45 H -3.5212 -3.2679 7.2677  C25 1.236
46 H 0.3316 -3.4458 -4.9826  C17 1.000
47 H -0.4246 0.5476 2.1453  C26 1.141
48 H 3.2994 3.4037 -2.4320  C21 1.125
49 H -3.6408 -2.8585 -0.1704  C27 1.133
50 H -3.2690 4.2017 -2.5359  C23 1.068
51 H -0.1695 -1.2644 1.9941  C26 1.092
52 H -1.9154 5.0726 -3.0577  C23 1.133
53 H -2.4848 -2.1739 -1.2819  C27 0.958
54 H -0.3124 3.5964 4.9626  C31 1.041
55 H -5.9665 -0.5581 -2.2768  C20 1.021
56 H -0.4782 -2.0552 4.5813  C29 1.045
57 H 0.8713 -2.5659 -6.3824  C17 1.156
58 H 0.5026 3.1253 -0.5002  C24 1.057
59 H -0.5648 -5.2881 -2.8467  C30 0.984
60 H -0.0229 4.7444 1.9618  C18 1.038
61 H 1.9382 0.6315 -0.5986  C19 1.052
62 H 1.6242 -1.1119 -0.4127  C19 1.120
63 H -3.6239 -1.3515 7.4821  C25 1.131
64 H -2.0645 -2.5567 4.3034  C29 0.932
65 H -1.0930 -3.7165 5.0238  C29 1.179
66 H 2.2106 -0.0751 -5.9025  C32 1.005
67 H -1.4806 -4.4099 -1.9664  C30 1.009
68 H -0.2725 2.2969 3.7495  C31 1.283
69 H 2.2299 0.4368 -4.5062  C32 0.996
70 H -2.5183 -1.6219 0.2828  C27 0.989
71 H 3.1929 -0.9701 -4.5636  C32 1.182
72 H 0.4269 6.2577 2.7462  C18 1.092
73 H 6.6316 0.5145 -1.7422  C28 1.027
74 H 0.4428 2.6686 -2.2513  C24 1.210
75 H 0.6068 4.5235 -1.6007  C24 1.138
76 H -0.0300 -3.8509 -2.0474  C30 1.055
77 H -5.8311 -1.9774 -1.0670  C20 1.234
78 H 5.1331 0.1169 -1.8279  C28 0.947
79 H -0.2781 0.0198 0.5914  C26 1.113
80 H -0.9139 5.0523 3.4766  C18 1.165

Which one sits at the bottom of the stability order? arrangement 3 does.